# C29H35MoO5Te

C29H35MoO5Te as an isolated structure in a non-equilibrium geometry (the ωB97M-V functional and the def2-TZVPD basis, the OMol25 dataset).

Geometry as ORCA input:
```
! RIJCOSX wB97M-V def2-TZVPD def2/J DEFGRID3
* xyz -1 3
C 0.0217 -0.5125 -4.4034
C -0.5387 -1.5520 -3.3733
C -0.1804 0.9106 -3.7944
C -1.3051 0.7542 -2.7830
H -0.4409 1.6249 -4.5830
H 0.7453 1.2176 -3.2747
C -1.1379 -0.6942 -2.2669
H 0.2812 -2.1916 -3.0133
H -1.3477 -2.1391 -3.8370
C -0.1746 -0.4272 -1.1092
H -2.0870 -1.1002 -1.8776
H -2.2783 0.9146 -3.2726
C -1.2051 1.6167 -1.4893
C 1.4820 -0.6684 -4.7364
C -0.6379 -0.6075 -5.7857
O -1.3444 0.2969 -6.1961
O 2.2724 -1.3397 -4.0893
O 1.8282 0.0141 -5.8375
O -0.3955 -1.6847 -6.5627
C 0.2106 -2.9322 -6.1238
H 0.0871 -3.1594 -5.0542
H 1.2732 -2.9392 -6.3961
H -0.3060 -3.6875 -6.7185
C 3.2213 -0.0817 -6.1466
H 3.8149 0.3869 -5.3486
H 3.3366 0.4546 -7.0899
H 3.5184 -1.1349 -6.2534
O -0.6136 0.7856 -0.4905
H 0.8546 -0.2540 -1.4740
H -0.0806 -1.2366 -0.3606
C -2.6362 1.9471 -1.0469
C -0.3502 2.8907 -1.6213
H -0.4248 3.2928 -2.6410
H 0.6992 2.7188 -1.3339
H -0.7773 3.6556 -0.9654
H -2.6378 2.2800 -0.0025
H -3.2658 1.0580 -1.1935
H -3.0324 2.7473 -1.6792
Mo 0.1216 -0.4782 2.9089
C -1.5443 -1.3549 4.0286
C -2.0200 -1.1236 2.6804
C -1.2518 -1.9486 1.7929
H -2.8385 -0.4926 2.3800
C -0.2983 -2.6865 2.5766
C -0.4748 -2.3165 3.9701
H 0.0738 -2.7220 4.8154
H -1.9730 -0.9354 4.9274
H -1.4462 -2.0773 0.7447
H 0.3682 -3.4435 2.1968
C 2.1517 1.0006 2.7730
C 2.2309 -0.1322 3.6727
C 2.3327 -1.3209 2.8448
H 2.2850 -0.1058 4.7641
C 2.3428 -0.8954 1.4691
C 2.2308 0.5164 1.4357
H 2.3087 1.1341 0.5426
H 2.1499 2.0420 3.0797
H 2.4978 -2.3337 3.2195
H 2.5620 -1.5376 0.6162
Te -0.9252 1.9250 2.9941
C -0.7761 1.9014 5.1255
C -1.9399 1.6140 5.8560
C -1.8289 1.3428 7.2221
C -0.5759 1.3948 7.8514
C 0.5666 1.7535 7.1221
C 0.4660 2.0446 5.7588
H -2.9008 1.5855 5.3440
H -2.7228 1.0919 7.7966
H -0.4933 1.1688 8.9169
H 1.5388 1.8066 7.6168
H 1.3338 2.3580 5.1819
*
```

Summary:
Energy   -50025.6548 eV
HOMO level (spin up / spin down)   -1.23 / -2.61 eV
ΔE to the lowest compared entry with this formula, charge and spin   0.0 kcal/mol
Frontier orbital gap (spin up / spin down)   3.4 / 4.8 eV

Atom charges from the Mulliken analysis, given in e for atoms 1 to 6: atom 1 (C): 2.6090, atom 2 (C): -1.8652, atom 3 (C): -2.2267, atom 4 (C): -0.3227, atom 5 (H): 0.4318, atom 6 (H): 0.3675